# 1
{
  "formula": "C50H62BN5O14P",
  "method": "wB97M-V/def2-TZVPD",
  "species": ["C", "C", "C", "C", "N", "C", "C", "C", "N", "C", "C", "C", "C", "O", "C", "B", "O", "O", "N", "P", "O", "C", "O", "N", "O", "C", "C", "C", "C", "C", "N", "C", "C", "C", "C", "C", "C", "C", "C", "H", "H", "H", "H", "H", "H", "H", "H", "H", "H", "H", "H", "H", "H", "H", "H", "H", "H", "H", "H", "H", "H", "H", "H", "H", "H", "H", "H", "H", "H", "H", "H", "H", "H", "H", "H", "H", "H", "H", "H", "H", "H", "H", "H", "H", "H", "C", "C", "C", "O", "C", "C", "C", "O", "H", "H", "H", "H", "C", "C", "C", "O", "C", "C", "C", "O", "H", "H", "H", "H", "C", "C", "C", "O", "C", "C", "C", "O", "H", "H", "H", "H", "C", "C", "C", "O", "C", "C", "C", "O", "H", "H", "H", "H"],
  "positions_angstrom": [[-2.69671, -4.85635, 0.72459], [-1.56298, -3.91576, 0.27365], [-1.74759, -2.41036, 0.49016], [-2.61725, -2.20680, 1.72883], [-2.16219, -1.49750, -0.69582], [-2.38073, -0.12425, -0.07094], [-1.47336, 0.52770, 0.95549], [-2.18802, 1.62853, 1.69927], [-0.26442, 0.31562, 1.25273], [-3.57257, -1.80249, -1.22567], [-3.84108, -2.78888, -2.37242], [-3.68181, -4.29694, -2.12907], [-4.03343, -5.13396, -3.34332], [-4.22379, -6.31108, -3.23936], [-5.35187, -2.63295, -2.71760], [-6.18691, -1.33144, -2.34248], [-5.78210, -0.07389, -2.71219], [-7.35250, -1.48366, -1.61564], [-2.91071, -2.47592, -3.48398], [-3.34865, -1.43314, -4.74871], [-2.27750, -1.12106, -5.70749], [-1.54646, -2.51547, -2.98210], [-0.60270, -2.38175, -4.02460], [-0.75298, -3.46417, -4.97284], [0.05915, -3.43235, -5.79332], [-1.15858, -1.44352, -1.90689], [-1.29627, -0.09663, -2.66656], [-0.53199, 1.14336, -2.17105], [-1.34861, 2.44852, -2.30893], [-0.50269, 3.58948, -2.84564], [0.59685, 3.87127, -1.91483], [0.34885, -1.58686, -1.59851], [1.03932, -2.87074, -1.18177], [1.50653, -2.99856, 0.12464], [2.18430, -4.14022, 0.53732], [2.42816, -5.16845, -0.35871], [2.00313, -5.05661, -1.68535], [2.31148, -6.13239, -2.68607], [1.31826, -3.90819, -2.07436], [-3.69369, -4.43904, 0.61350], [-2.58572, -5.11749, 1.77309], [-2.67133, -5.77291, 0.14275], [-0.73017, -4.16535, 0.92888], [-1.19572, -4.20978, -0.70106], [-0.77622, -2.03972, 0.77856], [-3.66862, -2.43868, 1.58667], [-2.55793, -1.20527, 2.14203], [-2.20292, -2.84919, 2.50117], [-2.54809, 0.61700, -0.84827], [-3.36191, -0.16535, 0.39619], [-2.20019, 1.35955, 2.75457], [-3.21577, 1.77208, 1.37602], [-1.61242, 2.54443, 1.60858], [0.13254, -0.41809, 0.67796], [-4.22343, -2.00936, -0.38177], [-3.85430, -0.85277, -1.66891], [-4.34229, -4.64571, -1.34205], [-2.68177, -4.61519, -1.86543], [-4.07313, -4.63939, -4.32702], [-5.90003, -3.44654, -2.24740], [-5.50390, -2.80826, -3.78374], [-6.10830, 0.59980, -2.10495], [-8.13839, -1.25448, -2.12248], [-3.91207, -0.29802, -4.15452], [-4.43050, -2.08885, -5.34434], [-1.33951, -3.49718, -2.55626], [-0.97944, -0.27220, -3.68928], [-2.35032, 0.17211, -2.75538], [-0.17922, 1.06753, -1.15138], [0.36207, 1.25322, -2.78530], [-1.69916, 2.74706, -1.31841], [-2.18637, 2.27721, -2.98652], [-0.11570, 3.27919, -3.82255], [-1.09560, 4.48904, -2.98209], [0.96013, 4.80177, -2.06880], [1.36822, 3.23781, -2.07655], [0.81475, -1.27750, -2.52624], [0.70366, -0.82728, -0.91419], [1.36010, -2.20627, 0.84864], [2.53075, -4.23272, 1.55635], [2.97213, -6.05312, -0.05994], [3.38814, -6.17927, -2.85174], [1.86422, -5.91043, -3.65173], [1.98550, -7.11049, -2.34367], [1.03233, -3.82524, -3.11143], [3.17269, -2.50935, -5.68715], [4.00987, -3.40663, -6.20140], [5.41528, -3.51085, -5.72815], [6.17649, -4.32710, -6.19251], [5.84931, -2.57302, -4.65873], [5.01195, -1.67655, -4.14543], [3.61086, -1.57869, -4.61791], [2.84547, -0.76199, -4.14079], [2.14938, -2.41030, -6.01449], [3.71576, -4.09897, -6.98019], [6.87661, -2.66696, -4.33058], [5.30558, -0.98405, -3.36655], [1.53746, 2.53097, 5.89289], [2.79644, 2.25434, 6.22392], [3.74406, 1.69874, 5.22176], [4.89340, 1.44765, 5.50922], [3.23466, 1.46518, 3.84298], [1.97686, 1.74958, 3.51882], [1.03749, 2.30394, 4.52222], [-0.11053, 2.57202, 4.21516], [0.82891, 2.94462, 6.59908], [3.19101, 2.43641, 7.21669], [3.94550, 1.06321, 3.13175], [1.57068, 1.59957, 2.52664], [-0.93948, 5.44092, 3.48479], [-1.90686, 5.91766, 2.70599], [-1.94829, 7.34534, 2.30413], [-2.83102, 7.77402, 1.59361], [-0.86352, 8.22864, 2.80636], [0.10715, 7.75672, 3.58395], [0.14568, 6.32647, 3.98091], [1.03679, 5.89100, 4.68158], [-0.87711, 4.40269, 3.79321], [-2.70953, 5.29608, 2.32834], [-0.91392, 9.26595, 2.50094], [0.90803, 8.38077, 3.95974], [5.23509, 6.84328, 6.44140], [4.48455, 5.80895, 6.80849], [4.88337, 4.93829, 7.94288], [4.19555, 3.99332, 8.27132], [6.14310, 5.26073, 8.65440], [6.89362, 6.29543, 8.28719], [6.49951, 7.16965, 7.15138], [7.18094, 8.11227, 6.81704], [4.96844, 7.49446, 5.61881], [3.55679, 5.55490, 6.30872], [6.40809, 4.60931, 9.47720], [7.81786, 6.55260, 8.78836]],
  "forces_ev_per_angstrom": [[-0.102, 0.202, -0.074], [-0.200, -0.588, 0.259], [0.056, -0.300, 0.371], [-0.024, 0.450, 0.010], [-0.096, -0.344, 0.185], [-0.373, 0.439, 0.031], [0.106, 0.177, 0.197], [-0.037, -0.248, 0.091], [-0.019, -0.165, -0.244], [0.244, 0.088, -0.424], [0.188, -0.793, -0.352], [-0.210, -0.070, 0.045], [0.018, 0.007, -0.026], [-0.059, -0.214, -0.030], [-0.145, 0.471, -0.001], [-0.276, 0.148, 0.092], [0.588, -0.153, 0.273], [0.222, -0.414, -0.391], [-0.159, 0.641, 0.377], [0.336, 0.208, -0.593], [-0.011, -0.034, 0.080], [0.562, -0.704, 0.080], [0.357, 0.320, -0.225], [-0.198, -0.534, -0.070], [-0.259, 0.386, 0.447], [0.387, 0.525, -1.104], [-0.331, 0.394, 0.443], [0.033, 0.345, -0.295], [0.237, -0.197, 0.073], [0.522, -0.315, 0.030], [-0.174, 0.143, 0.046], [0.438, -0.254, 0.202], [-0.113, -0.263, 0.295], [0.075, -0.164, -0.021], [0.026, -0.120, -0.171], [-0.164, 0.148, -0.298], [-0.072, 0.127, 0.185], [0.249, 0.224, -0.056], [-0.014, -0.022, 0.111], [-0.065, 0.041, -0.036], [0.009, -0.043, 0.070], [0.029, -0.134, 0.047], [0.216, 0.101, -0.064], [0.061, 0.307, -0.189], [0.157, 0.173, -0.318], [-0.040, -0.227, 0.044], [0.050, 0.054, -0.001], [-0.135, -0.205, 0.008], [0.247, -0.107, -0.234], [0.032, -0.297, 0.180], [0.027, 0.097, 0.095], [-0.040, 0.148, -0.124], [-0.028, 0.130, 0.002], [0.142, -0.064, 0.070], [0.100, -0.032, 0.187], [-0.226, 0.088, 0.151], [-0.006, 0.050, 0.146], [0.093, 0.064, 0.095], [-0.001, 0.098, -0.100], [0.074, -0.090, 0.120], [0.011, -0.040, -0.079], [-0.428, 0.151, -0.309], [-0.185, 0.294, 0.321], [-0.196, -0.035, 0.055], [-0.146, -0.098, 0.159], [-0.405, -0.086, 0.124], [0.032, -0.200, -0.094], [-0.098, -0.079, 0.048], [0.066, -0.094, 0.138], [0.125, -0.154, -0.013], [-0.332, 0.032, -0.039], [-0.180, 0.109, 0.042], [-0.136, 0.149, -0.194], [-0.096, 0.059, 0.040], [0.022, 0.048, 0.016], [0.056, -0.048, 0.033], [0.065, 0.057, -0.351], [-0.274, 0.248, 0.141], [-0.005, 0.118, 0.007], [0.031, 0.081, 0.079], [0.022, -0.049, 0.134], [0.073, -0.102, 0.040], [-0.159, -0.080, -0.040], [-0.067, -0.089, -0.006], [-0.034, 0.093, -0.074], [0.124, 0.029, 0.039], [-0.032, -0.006, 0.031], [-0.030, 0.051, 0.034], [0.032, -0.065, -0.021], [0.001, 0.002, 0.008], [0.027, -0.016, 0.010], [-0.040, 0.063, 0.027], [-0.082, -0.073, 0.073], [-0.039, 0.054, -0.024], [0.029, 0.001, -0.017], [0.008, -0.016, -0.022], [-0.024, 0.010, -0.008], [0.008, 0.019, 0.030], [-0.005, -0.108, 0.024], [-0.013, 0.005, 0.000], [0.015, -0.002, 0.000], [-0.029, 0.029, 0.037], [0.018, 0.019, -0.065], [0.009, 0.073, 0.010], [-0.019, -0.237, -0.001], [-0.007, 0.010, -0.011], [-0.038, -0.061, -0.150], [0.027, 0.010, 0.022], [-0.027, -0.026, 0.020], [0.005, -0.010, 0.023], [0.028, -0.024, 0.017], [0.014, 0.014, 0.014], [-0.005, -0.007, -0.026], [0.016, -0.002, 0.008], [-0.015, -0.006, -0.004], [0.008, 0.006, -0.023], [0.033, -0.014, -0.001], [-0.062, 0.170, -0.031], [-0.019, 0.024, -0.003], [-0.021, -0.002, -0.008], [0.005, -0.013, 0.014], [-0.002, -0.013, 0.006], [-0.007, 0.006, -0.011], [-0.045, 0.024, -0.071], [0.085, 0.086, 0.179], [0.020, 0.004, 0.003], [-0.015, -0.012, 0.000], [-0.026, -0.027, 0.007], [0.025, 0.027, -0.011], [0.018, 0.014, 0.003], [-0.010, -0.003, 0.012], [-0.017, -0.014, -0.004], [0.005, 0.021, -0.014]],
  "charge": 1,
  "homo_lumo_gap_ev": 8.18
}

# 2
{
  "formula": "C7H14S",
  "method": "wB97M-V/def2-TZVPD",
  "species": ["C", "C", "C", "C", "H", "H", "H", "H", "H", "H", "C", "C", "S", "C", "H", "H", "H", "H", "H", "H", "H", "H"],
  "positions_angstrom": [[2.10501, 0.30543, 1.50802], [2.05108, -0.19100, 0.25890], [3.13343, -0.85946, -0.39571], [3.02181, -1.35394, -1.64342], [3.03193, 0.29307, 2.06218], [1.23537, 0.73453, 1.98485], [1.16645, -0.07852, -0.36375], [4.06143, -1.02749, 0.13699], [3.84016, -1.86686, -2.12729], [2.09681, -1.25315, -2.19490], [-1.50443, -0.11816, 1.86380], [-2.27397, 0.13565, 0.58294], [-1.32823, 1.10028, -0.62097], [-2.55828, 1.20188, -1.92218], [-2.15044, -0.65399, 2.55878], [-1.18735, 0.80946, 2.33292], [-0.63740, -0.75131, 1.67667], [-3.18589, 0.70873, 0.76448], [-2.54618, -0.79732, 0.08899], [-2.72315, 0.20115, -2.32114], [-3.48407, 1.61694, -1.52501], [-2.16407, 1.84408, -2.70516]],
  "forces_ev_per_angstrom": [[-0.144, -0.031, -0.180], [-0.070, 0.215, -0.098], [0.365, -0.498, -0.416], [-0.041, 0.185, 0.244], [0.038, -0.049, 0.115], [0.074, 0.088, 0.004], [-0.164, 0.041, 0.206], [-0.005, 0.122, 0.165], [0.007, -0.002, -0.004], [-0.042, -0.009, -0.080], [-0.010, -0.177, -0.074], [0.222, 0.191, 0.007], [-0.364, -0.230, 0.132], [0.326, 0.093, -0.052], [0.002, 0.066, 0.014], [0.010, 0.054, 0.065], [0.047, 0.043, 0.030], [-0.061, -0.021, -0.018], [-0.098, -0.037, -0.091], [-0.092, -0.023, 0.013], [0.008, -0.041, 0.024], [-0.008, 0.019, -0.003]],
  "relative_energy_kj_mol": 0.00,
  "multiplicity": 2,
  "s_squared": 0.758,
  "charge": 1,
  "homo_lumo_gap_ev": [10.02, 3.29]
}